Below is C14H21ClMnSi as an isolated structure at a distorted geometry, with properties calculated with the ωB97M-V functional and the def2-TZVPD basis.

Computed properties:
LUMO level (alpha / beta) (eV): 5.19 / 5.18
Spin multiplicity: 6
Charge: -2
M (g mol⁻¹): 307.80
Expectation value of S²: 8.76
HOMO energy (alpha / beta) (eV): 0.1 / -0.2
Gap between HOMO and LUMO (alpha / beta) (eV): 5.06 / 5.40

Atoms and positions in Å:
C (2.05, -2.40, 1.19)
C (2.10, -2.41, -0.23)
C (0.75, -2.46, -0.73)
H (3.00, -2.48, -0.84)
C (-0.12, -2.51, 0.42)
C (0.69, -2.44, 1.60)
H (0.32, -2.53, 2.61)
H (2.89, -2.40, 1.89)
H (0.41, -2.56, -1.76)
H (-1.20, -2.66, 0.41)
Mn (0.96, -0.52, 0.29)
Cl (2.70, 0.62, 1.32)
C (1.26, 2.01, -3.58)
C (0.03, 1.36, -3.92)
C (0.34, 0.13, -4.58)
H (-0.97, 1.75, -3.73)
C (1.76, 0.02, -4.66)
C (2.33, 1.18, -4.04)
H (3.39, 1.41, -3.97)
H (1.36, 2.97, -3.10)
H (-0.38, -0.57, -4.99)
H (2.31, -0.79, -5.13)
C (-1.22, -0.39, 3.46)
Si (-1.61, 0.83, 2.11)
C (-3.45, 1.09, 1.94)
C (-0.66, 2.35, 2.66)
C (-0.78, 0.47, 0.44)
H (-1.75, -0.11, 4.38)
H (-0.13, -0.34, 3.65)
H (-1.49, -1.42, 3.20)
H (-3.91, 1.36, 2.90)
H (-3.66, 1.89, 1.23)
H (-3.96, 0.17, 1.59)
H (0.41, 2.09, 2.72)
H (-0.80, 3.13, 1.90)
H (-1.04, 2.70, 3.62)
H (-1.61, 0.12, -0.19)
H (-0.30, 1.34, -0.05)